C17H34BNO5Si | ωB97M-V/def2-TZVPD

Geometry as XYZ:
```
59
Properties=species:S:1:pos:R:3:mulliken_charge:R:1
C 0.886 -0.410 6.241 -0.9086
C 1.285 -0.802 4.695 0.3926
C 1.254 -2.310 4.040 -0.6003
C 1.728 -2.604 2.464 -0.3635
C 2.230 -1.367 1.463 -0.5168
C 2.228 0.159 2.132 0.4044
C 2.653 1.461 1.230 -0.5647
Si 0.995 2.196 0.507 -0.5329
C -0.542 1.895 1.641 -0.4262
C -1.126 0.363 1.612 0.3955
C -2.687 0.221 1.134 0.0314
O -2.936 -0.388 -0.058 -0.5488
O -3.805 0.706 1.994 -0.4537
B 1.142 4.153 0.333 0.6941
N 1.921 4.909 1.395 -0.7426
O 0.434 4.738 -0.824 -0.5607
C 1.767 0.448 3.693 -0.3770
H 1.844 0.076 6.747 0.2539
H 0.493 -1.321 6.883 0.3061
H 0.047 0.434 6.300 0.2397
H 0.888 -3.213 4.697 0.2604
H 1.699 -3.699 2.006 0.3242
H 2.563 -1.560 0.334 0.2926
H 3.234 2.249 1.888 0.3221
H 3.393 1.150 0.349 0.3521
H 0.806 1.552 -0.792 -0.1102
H -1.403 2.603 1.213 0.3613
H -0.240 2.220 2.724 0.2968
H -1.084 -0.029 2.739 0.1512
H -0.438 -0.366 0.964 0.0040
H -4.135 1.535 1.524 0.3614
H 2.932 4.818 1.153 0.2886
H 1.795 4.380 2.310 0.3158
H -0.356 4.106 -0.969 0.3097
H 1.765 1.557 4.129 0.2569
C -2.541 -2.900 -1.487 -1.0562
C -1.219 -3.451 -1.997 0.7965
C -1.366 -4.885 -2.481 -1.4896
O -0.252 -3.402 -0.951 -0.4949
H -2.908 -3.486 -0.637 0.3113
H -2.418 -1.872 -1.131 0.2485
H -3.302 -2.910 -2.273 0.3816
H -0.849 -2.823 -2.815 -0.0376
H -1.691 -5.542 -1.666 0.3560
H -0.404 -5.273 -2.833 0.3778
H -2.092 -4.954 -3.297 0.3587
H -0.572 -3.957 -0.221 0.3354
C -0.191 0.589 -3.575 -0.8283
C -0.670 1.476 -4.713 0.2867
C 0.226 1.342 -5.935 -1.2956
O -0.678 2.835 -4.282 -0.5432
H 0.821 0.867 -3.260 0.2834
H -0.838 0.706 -2.699 0.1982
H -0.188 -0.465 -3.870 0.2166
H -1.698 1.211 -4.980 0.3075
H 1.253 1.646 -5.703 0.3262
H -0.123 1.995 -6.742 0.3342
H 0.242 0.310 -6.301 0.3649
H 0.231 3.080 -4.043 0.3529
```

**E_HOMO**: -8.36 eV
**Calculated total energy**: -38451.931 eV
**F_max**: 9.405 eV/Å
**SMILES**: Cc1cccc(C[Si@@H](CCC(=O)O)B(N)O)c1.CC(C)O.CC(C)O
**Frontier orbital gap**: 8.31 eV

***

C17H34BrN3O2PtSSi | ωB97M-V/def2-TZVPD

Geometry as XYZ:
```
60
Properties=species:S:1:pos:R:3:mulliken_charge:R:1
Pt 0.155 -0.762 0.306 0.0733
C 1.594 2.428 -2.062 -1.5322
C 1.234 1.128 -1.431 0.4264
N 0.390 1.032 -0.458 0.2747
O -0.180 2.185 0.027 -0.4836
C 1.815 -0.118 -1.865 0.6256
C 2.748 -0.247 -3.020 -1.5482
N 1.400 -1.175 -1.183 0.5142
O 1.730 -2.346 -1.470 -0.7405
H 0.892 3.208 -1.787 0.4221
H 1.618 2.318 -3.146 0.3469
H 2.594 2.724 -1.739 0.3021
H -0.767 1.874 0.735 0.4120
H 3.580 0.454 -2.936 0.3722
H 2.248 -0.063 -3.974 0.3015
H 3.140 -1.261 -3.037 0.3804
S -2.757 1.243 3.527 -0.3846
C -1.825 0.464 2.472 0.6777
N -1.146 -0.117 1.710 -0.7400
C 0.941 -6.228 1.960 -1.8408
C -0.522 -5.967 2.358 2.1377
C -1.325 -7.251 2.077 -1.7732
C -0.518 -5.726 3.875 -2.0966
Si -1.318 -4.497 1.410 -0.1470
Br 0.445 -2.954 1.532 -0.3932
C -2.809 -3.703 2.298 2.5558
C -3.546 -2.701 1.396 -1.8731
C -2.389 -2.935 3.564 -1.5629
C -3.815 -4.797 2.703 -1.8338
C -1.566 -4.808 -0.461 2.4540
C -0.395 -5.602 -1.059 -2.1819
C -2.860 -5.612 -0.682 -1.7902
C -1.658 -3.505 -1.271 -1.5311
H 1.294 -7.103 2.515 0.5182
H 1.593 -5.394 2.222 0.3792
H 1.072 -6.435 0.901 0.3241
H -0.912 -8.062 2.685 0.5476
H -1.255 -7.560 1.034 0.3036
H -2.381 -7.155 2.334 0.2989
H -0.001 -6.561 4.358 0.5895
H -1.520 -5.675 4.299 0.3504
H 0.016 -4.812 4.143 0.3463
H -2.893 -1.901 1.046 0.2418
H -4.344 -2.232 1.981 0.5530
H -4.012 -3.178 0.534 0.3780
H -1.767 -2.075 3.322 0.0924
H -1.854 -3.551 4.283 0.2658
H -3.290 -2.558 4.056 0.5014
H -4.161 -5.390 1.854 0.3056
H -4.691 -4.312 3.143 0.5475
H -3.413 -5.480 3.452 0.2988
H -0.317 -6.610 -0.651 0.3680
H 0.557 -5.086 -0.921 0.3688
H -0.559 -5.700 -2.137 0.5801
H -2.858 -6.570 -0.158 0.3003
H -2.959 -5.825 -1.751 0.5440
H -3.751 -5.062 -0.378 0.2930
H -0.727 -2.940 -1.224 0.0303
H -2.481 -2.863 -0.967 0.2856
H -1.814 -3.768 -2.323 0.5643
```

**Energy above the lowest of the compared OMol25 structures with the same formula, charge and spin**: 0.000 eV
**E_HOMO (spin up / spin down)**: -8.14 / -8.14 eV
**Calculated total energy**: -118748.128 eV
**F_max**: 0.582 eV/Å
**Frontier orbital gap (spin up / spin down)**: 7.98 / 7.98 eV

***

C17H34Cl2O32S8 | ωB97M-V/def2-TZVPD

Geometry as XYZ:
```
93
Properties=species:S:1:pos:R:3:mulliken_charge:R:1
C -10.863 -24.080 -28.180 0.6252
C -9.563 -23.670 -27.621 -0.2812
O -8.629 -24.511 -28.403 -0.4039
S -9.229 -25.238 -29.714 1.1392
O -9.551 -26.623 -29.395 -0.5627
O -8.650 -24.925 -31.012 -0.4957
O -10.600 -24.358 -29.575 -0.2379
H -11.586 -23.271 -28.080 -0.7410
H -11.264 -24.942 -27.645 0.2305
H -9.434 -24.130 -26.641 0.3236
H -9.240 -22.630 -27.661 0.2778
C -18.616 -18.528 -28.493 -0.4311
C -17.311 -18.146 -27.865 0.4839
O -16.636 -17.410 -28.791 -0.2397
S -17.201 -17.621 -30.365 1.0225
O -16.182 -18.287 -31.172 -0.3791
O -17.747 -16.357 -30.924 -0.5522
O -18.368 -18.709 -29.865 -0.3463
H -19.332 -17.714 -28.375 0.3217
H -18.972 -19.511 -28.186 0.3141
H -16.707 -18.994 -27.542 -0.4569
H -17.440 -17.523 -26.979 0.3332
C -13.202 -15.512 -32.161 -0.4256
C -13.211 -16.337 -30.869 0.2613
O -14.172 -15.723 -30.067 -0.2201
S -14.132 -14.067 -30.232 1.0826
O -13.137 -13.462 -29.303 -0.4954
O -15.549 -13.567 -30.283 -0.5226
O -13.507 -14.172 -31.785 -0.4061
H -14.002 -15.841 -32.824 0.3285
H -12.253 -15.608 -32.688 0.3360
H -12.215 -16.219 -30.443 0.2888
H -13.461 -17.361 -31.145 -0.2432
C -13.969 -22.068 -25.024 -0.4402
C -13.040 -22.452 -26.169 -0.3941
O -13.803 -22.608 -27.328 0.0288
S -15.264 -21.761 -27.302 0.7543
O -16.309 -22.827 -27.151 -0.5694
O -15.421 -20.733 -28.342 -0.1052
O -14.824 -21.202 -25.808 -0.3649
H -13.440 -21.409 -24.334 0.3199
H -14.486 -22.941 -24.627 0.3439
H -12.656 -23.455 -25.983 0.4049
H -12.234 -21.722 -26.241 0.2022
C -10.060 -22.239 -32.526 -0.4902
C -9.183 -22.646 -33.719 -0.2544
O -10.063 -22.914 -34.762 -0.3601
S -11.665 -22.622 -34.392 1.0817
O -12.291 -23.823 -33.810 -0.5205
O -12.328 -21.795 -35.379 -0.5490
O -11.259 -21.689 -33.052 -0.2156
H -9.576 -21.438 -31.965 0.4127
H -10.312 -23.002 -31.790 0.3390
H -8.676 -23.597 -33.560 0.2320
H -8.512 -21.885 -34.118 0.2784
C -17.031 -21.859 -35.545 -0.2953
C -17.315 -21.909 -34.129 -0.0180
O -18.103 -23.024 -33.902 -0.2470
S -17.657 -24.284 -34.862 1.1255
O -18.823 -25.061 -35.282 -0.4345
O -16.479 -24.939 -34.321 -0.2500
O -17.073 -23.237 -36.007 -0.2355
H -16.106 -21.308 -35.718 0.3594
H -17.849 -21.365 -36.069 0.3139
H -17.611 -20.922 -33.772 0.4475
H -16.356 -22.007 -33.619 -0.0554
C -11.153 -18.362 -25.992 -0.3316
C -12.346 -18.617 -26.839 0.6027
O -12.511 -17.424 -27.505 -0.2138
S -11.138 -16.657 -27.861 0.9754
O -11.289 -15.188 -27.934 -0.4671
O -10.605 -17.316 -29.025 -0.5096
O -10.547 -17.146 -26.394 -0.3805
H -10.430 -19.128 -26.273 0.2873
H -11.406 -18.284 -24.935 0.2968
H -13.205 -18.889 -26.226 0.2450
H -12.158 -19.493 -27.460 -0.4990
C -15.614 -24.749 -30.325 0.3650
C -17.064 -24.374 -29.992 -0.2113
O -17.822 -25.196 -30.898 -0.3457
S -17.091 -26.673 -31.122 1.0713
O -17.040 -26.968 -32.543 -0.4201
O -17.698 -27.664 -30.228 -0.5007
O -15.577 -26.197 -30.510 -0.3179
H -14.945 -24.375 -29.550 -0.0026
H -15.397 -24.237 -31.263 -0.0327
H -17.158 -23.303 -30.171 0.2847
H -17.354 -24.647 -28.977 0.3250
C -13.386 -20.396 -31.011 -0.7872
Cl -12.300 -21.013 -29.812 -0.0170
Cl -14.446 -21.817 -31.546 0.1039
H -13.979 -19.701 -30.417 0.1817
H -12.885 -20.064 -31.920 0.5252
```

**Spin multiplicity**: 2
**E_HOMO (spin up / spin down)**: -12.50 / -12.50 eV
**Calculated total energy**: -195403.729 eV
**F_max**: 4.928 eV/Å
**Total charge**: +1
**Frontier orbital gap (spin up / spin down)**: 9.45 / 2.32 eV

***

C17H34ClN2OP | ωB97M-V/def2-TZVPD

Geometry as XYZ:
```
56
Properties=species:S:1:pos:R:3:mulliken_charge:R:1
C 1.460 -2.836 2.145 -1.4013
C 0.153 -2.390 1.506 0.6486
Cl -1.104 -3.637 1.873 -0.2370
C 0.226 -2.135 0.011 -1.4444
P -1.067 -0.813 -0.618 0.9114
C -0.015 0.631 0.226 -0.5024
C -0.794 1.278 1.320 -0.1454
N -0.357 1.904 2.343 -0.8202
C -2.203 -2.043 -1.528 -1.2304
C -3.511 -2.409 -0.805 -0.9174
C -4.295 -1.246 -0.250 0.5505
C -4.743 -0.216 -1.079 -0.2001
C -5.462 0.854 -0.570 -0.6025
C -5.750 0.922 0.785 -0.4154
C -5.315 -0.098 1.623 -0.6697
C -4.596 -1.168 1.104 -0.2292
H 1.844 -3.741 1.677 0.3357
H 1.329 -3.002 3.215 0.4116
H 2.184 -2.022 2.035 0.2817
H -0.195 -1.492 2.023 0.1530
H 1.244 -1.773 -0.190 -0.1755
H 0.131 -3.093 -0.505 0.6448
H -1.795 -0.963 0.643 -0.4497
H -1.960 0.277 -1.037 0.0598
H -0.253 -0.669 -1.865 -0.1252
H 0.945 0.264 0.614 0.1770
H 0.152 1.403 -0.538 0.3330
H -1.881 1.199 1.223 0.3922
H 0.667 1.881 2.332 0.2568
H -2.447 -1.569 -2.485 0.5048
H -1.686 -2.976 -1.769 0.4666
H -4.163 -2.935 -1.514 0.4136
H -3.298 -3.113 0.001 0.2669
H -4.511 -0.243 -2.137 0.3377
H -5.790 1.648 -1.230 0.3588
H -6.298 1.762 1.193 0.3754
H -5.523 -0.068 2.686 0.3548
H -4.240 -1.948 1.768 0.3233
C 3.230 2.851 0.250 -1.1809
C 3.896 2.927 -1.111 0.1972
C 3.766 1.685 -1.990 -0.5735
O 4.582 0.645 -1.498 -0.4927
C 3.944 -0.203 -0.531 -0.4590
N 5.389 3.085 -0.921 -0.2939
H 3.752 2.181 0.935 0.3752
H 3.183 3.834 0.721 0.4336
H 2.209 2.484 0.134 0.1064
H 3.544 3.809 -1.648 0.3519
H 4.128 1.910 -2.998 0.4019
H 2.717 1.391 -2.068 0.3397
H 2.863 -0.198 -0.680 0.1281
H 4.173 0.124 0.485 0.2403
H 4.322 -1.214 -0.657 0.3719
H 5.621 3.769 -0.201 0.3417
H 5.859 3.343 -1.789 0.3506
H 5.738 2.152 -0.656 0.3693
```

**E_HOMO**: -6.02 eV
**Calculated total energy**: -45013.169 eV
**F_max**: 0.391 eV/Å
**Frontier orbital gap**: 4.42 eV

***

C17H34CrN6OS2 | ωB97M-V/def2-TZVPD

Geometry as XYZ:
```
61
Properties=species:S:1:pos:R:3:mulliken_charge:R:1
Cr -1.818 0.769 -0.473 0.6933
N -0.793 2.125 -1.780 -0.2163
C -0.324 3.338 -1.046 -0.7747
C -0.276 2.989 0.424 -0.5270
N -1.563 2.346 0.815 0.2406
C -2.730 3.292 0.707 -0.6561
C -3.522 3.097 -0.581 -0.8132
N -3.654 1.638 -0.852 -0.2814
C -1.469 1.755 2.189 -0.5358
C -2.552 0.709 2.355 -0.5963
N -2.431 -0.242 1.213 -0.1884
H 0.022 1.600 -2.099 0.1348
H -1.268 2.402 -2.636 0.2610
H -1.016 4.156 -1.239 0.3317
H 0.654 3.660 -1.401 0.5152
H -0.089 3.866 1.048 0.4267
H 0.518 2.263 0.624 0.3728
H -2.371 4.319 0.782 0.4142
H -3.375 3.123 1.567 0.4614
H -3.028 3.547 -1.439 0.3238
H -4.502 3.567 -0.493 0.5215
H -4.024 1.493 -1.790 0.3429
H -4.361 1.246 -0.231 0.2627
H -1.538 2.543 2.942 0.3607
H -0.488 1.285 2.277 0.3807
H -3.549 1.149 2.336 0.3493
H -2.441 0.192 3.308 0.4842
H -3.263 -0.828 1.152 0.3435
H -1.645 -0.881 1.427 -0.0257
C -0.944 -2.550 -3.174 -1.1845
S -0.094 -1.658 -1.885 0.5418
O -1.222 -0.621 -1.437 -0.5872
C 1.099 -0.678 -2.716 0.4357
C 0.860 -0.036 -3.936 -0.2113
C 1.880 0.703 -4.506 -0.7170
C 3.121 0.787 -3.873 -0.5508
C 3.347 0.148 -2.663 -0.6812
C 2.331 -0.589 -2.069 -0.1633
H -1.157 -1.935 -4.044 0.3646
H -1.858 -2.943 -2.732 0.4571
H -0.287 -3.380 -3.441 0.4479
H -0.087 -0.126 -4.452 0.3392
H 1.724 1.192 -5.458 0.4678
H 3.919 1.349 -4.340 0.4640
H 4.316 0.210 -2.187 0.4592
H 2.484 -1.088 -1.119 0.3989
S 0.646 -1.019 1.586 -0.2959
C 1.681 -2.245 2.232 -0.0461
N 2.805 -1.894 2.840 -0.1182
C 3.705 -2.840 3.513 -0.5993
C 2.910 -4.061 3.941 -0.5860
C 2.152 -4.608 2.745 -0.6121
N 1.359 -3.528 2.140 -0.1062
H 2.992 -0.906 2.893 0.2218
H 4.141 -2.327 4.368 0.3771
H 4.515 -3.114 2.834 0.3036
H 2.211 -3.791 4.734 0.3067
H 3.581 -4.822 4.334 0.3530
H 1.466 -5.401 3.033 0.3931
H 2.840 -5.010 1.998 0.2935
H 0.462 -3.737 1.738 0.2283
```

**Spin multiplicity**: 2
**Energy above the lowest of the compared OMol25 structures with the same formula, charge and spin**: 0.000 eV
**E_HOMO (spin up / spin down)**: -16.39 / -16.39 eV
**Calculated total energy**: -79236.885 eV
**F_max**: 0.530 eV/Å
**Total charge**: +3
**Frontier orbital gap (spin up / spin down)**: 5.91 / 6.46 eV

***

C17H34F3IN12O9 | ωB97M-V/def2-TZVPD

Geometry as XYZ:
```
76
Properties=species:S:1:pos:R:3:mulliken_charge:R:1
C -4.807 1.229 3.020 -0.9545
C -3.993 0.646 1.769 -0.3618
I -2.959 -1.161 2.507 -0.0303
C -2.870 1.632 1.185 0.1367
C -1.934 0.779 0.194 -0.1591
C -0.499 0.733 0.139 0.2255
C 0.539 1.552 1.023 -0.0266
C 1.825 0.714 1.482 -0.7963
C 3.112 0.920 0.577 0.2455
F 4.313 1.392 1.239 -0.2880
C 3.232 0.657 -0.827 0.3038
F 3.119 1.765 -1.723 -0.2189
F 3.504 -0.611 -1.388 -0.1822
C -0.262 -0.300 -1.040 0.5555
O 0.657 -1.094 -1.293 -0.5364
O -1.419 -0.262 -1.902 -0.1607
C -2.501 -0.208 -0.951 0.0346
O -3.591 -0.784 -1.042 -0.3789
H -5.826 0.690 3.097 0.3232
H -5.032 2.344 2.969 0.2693
H -4.242 0.923 3.975 0.3117
H -4.735 0.397 0.931 0.4283
H -3.434 2.441 0.582 0.3971
H -2.275 2.194 1.979 -0.2934
H 0.842 2.482 0.440 0.3272
H 0.018 1.909 1.990 0.0116
H 1.614 -0.407 1.610 0.4356
H 2.097 1.090 2.539 0.3503
N 7.842 -0.168 0.610 -0.3462
C 8.347 0.670 1.552 0.6514
N 7.423 1.428 2.191 -0.3132
O 9.540 0.734 1.803 -0.6595
H 6.865 -0.237 0.388 0.1242
H 8.498 -0.748 0.113 0.2184
H 7.758 2.062 2.897 0.1869
H 6.438 1.389 1.998 0.1938
N -0.897 4.305 5.382 -0.4328
C -1.583 4.174 4.221 0.6206
N -1.756 5.327 3.530 -0.3693
O -2.014 3.097 3.827 -0.6149
H -0.536 5.177 5.723 0.1565
H -0.749 3.469 5.924 0.2270
H -2.262 5.271 2.661 0.2118
H -1.411 6.219 3.836 0.1653
N -5.364 -2.571 -2.235 -0.1607
C -6.353 -3.467 -2.478 0.5906
N -6.046 -4.413 -3.403 -0.3661
O -7.433 -3.427 -1.910 -0.6489
H -4.470 -2.587 -2.690 0.1109
H -5.553 -1.853 -1.555 0.0732
H -6.755 -5.097 -3.611 0.2150
H -5.165 -4.464 -3.880 0.1619
N -4.461 0.818 -3.481 -0.1718
C -5.350 1.838 -3.380 0.6211
N -5.257 2.772 -4.361 -0.3821
O -6.168 1.911 -2.476 -0.6501
H -3.781 0.740 -4.214 0.1460
H -4.499 0.104 -2.769 0.0871
H -5.901 3.546 -4.320 0.2339
H -4.593 2.731 -5.111 0.1580
N 0.628 -3.272 -4.559 -0.3189
C -0.318 -2.650 -5.306 0.5791
N -0.790 -1.496 -4.773 -0.2469
O -0.713 -3.094 -6.373 -0.6688
H 0.965 -2.923 -3.679 0.1815
H 1.004 -4.133 -4.920 0.2013
H -1.494 -1.003 -5.296 0.1105
H -0.478 -1.115 -3.897 0.1740
N 6.632 -3.802 2.598 -0.3155
C 7.870 -4.316 2.817 0.5807
N 8.893 -3.494 2.474 -0.3338
O 8.048 -5.429 3.286 -0.6403
H 6.466 -2.890 2.214 0.1528
H 5.846 -4.382 2.840 0.1923
H 9.827 -3.838 2.621 0.1781
H 8.767 -2.575 2.087 0.1675
```

**Energy above the lowest of the compared OMol25 structures with the same formula, charge and spin**: 2.953 eV
**E_HOMO**: -9.29 eV
**Calculated total energy**: -70741.238 eV
**F_max**: 4.772 eV/Å
**SMILES**: C[C@H](I)CC1=C(CCC(F)=C(F)F)C(=O)OC1=O.NC(N)=O.NC(N)=O.NC(N)=O.NC(N)=O.NC(N)=O.NC(N)=O
**Frontier orbital gap**: 6.95 eV